[1]
Density functional theory data (ωB97M-V with the def2-TZVPD basis set) for C3H3N2O2 as an isolated structure.

Atoms and positions in Å:
C 1.180 -0.924 0.600
C 2.387 -3.123 1.339
C 2.012 -1.206 1.466
N -0.627 1.010 0.020
N 0.212 -0.232 -0.166
O 2.739 -3.306 2.512
O 2.435 -3.652 0.244
H -0.933 0.897 0.989
H -0.068 1.927 -0.133
H 0.263 -0.514 -1.070

## Properties
Calculated total energy ... -375.98051 hartree
HOMO level ... -3.6728 eV
2S+1 ... 1
Lowest unoccupied orbital energy ... 3.89 eV
Energy relative to the best compared isomer or geometry (same formula, charge and spin) ... 5.076 eV
Charge ... -1
HOMO-LUMO gap ... 0.278 Eh

Taken from the natural (NBO) analysis, the atomic charges in e are: C -0.051; C 0.922; C -0.363; N -0.661; N -0.533; O -0.687; O -0.675; H 0.358; H 0.333; H 0.356

=====

[2]
Density functional theory data (ωB97M-V with the def2-TZVPD basis set) for a 2-piece molecular cluster, C3H3N2O2 overall.

Atoms and positions in Å:
C -0.151 0.089 0.516
C 3.272 0.370 -1.268
C 1.054 0.125 0.331
N -2.446 -0.691 0.413
N -1.425 0.281 0.935
O 3.950 -0.091 -0.446
O 2.834 0.787 -2.250
H -3.304 -0.199 0.409
H -2.229 -0.842 -0.607
H -1.555 0.171 1.968

## Properties
Calculated total energy ... -376.01908 hartree
HOMO level ... -2.6964 eV
2S+1 ... 1
Lowest unoccupied orbital energy ... 3.91 eV
Energy relative to the best compared isomer or geometry (same formula, charge and spin) ... 4.027 eV
Charge ... -1
HOMO-LUMO gap ... 0.243 Eh

Taken from the natural (NBO) analysis, the atomic charges in e are: C -0.264; C 1.070; C -0.488; N -0.693; N -0.511; O -0.552; O -0.564; H 0.321; H 0.343; H 0.339

=====

[3]
Density functional theory data (ωB97M-V with the def2-TZVPD basis set) for one molecule with the formula C3H3N2OP.

Atoms and positions in Å:
C 0.882 0.687 0.011
C -1.141 -0.788 -0.765
C 0.135 0.117 0.976
N 0.681 0.561 -1.292
N -0.373 -0.222 -1.612
O 0.785 0.351 3.410
P -0.268 -0.316 2.628
H 1.724 1.321 0.266
H -1.977 -1.413 -0.991
H -0.449 -0.297 -2.632

## Properties
Calculated total energy ... -642.04725 hartree
HOMO level ... -8.8241 eV
2S+1 ... 1
Lowest unoccupied orbital energy ... -0.59 eV
Energy relative to the best compared isomer or geometry (same formula, charge and spin) ... 4.371 eV
HOMO-LUMO gap ... 0.303 Eh

Taken from the natural (NBO) analysis, the atomic charges in e are: C -0.064; C 0.032; C -0.456; N -0.351; N -0.324; O -1.004; P 1.299; H 0.256; H 0.198; H 0.415

=====

[4]
Density functional theory data (ωB97M-V with the def2-TZVPD basis set) for an isolated ion of composition C3H3N2OS and charge +1.

Atoms and positions in Å:
C 0.485 -0.145 0.198
C 1.794 -1.524 -1.280
C 2.554 -2.022 -0.231
N 0.721 -0.447 -0.955
N 0.258 0.313 1.262
O 1.674 -1.864 -2.425
S 3.621 -3.239 -0.239
H 2.196 -1.603 0.747
H 0.338 0.102 -1.786
H 0.700 0.127 2.112

## Properties
Calculated total energy ... -698.67061 hartree
HOMO level ... -14.1082 eV
2S+1 ... 1
Lowest unoccupied orbital energy ... -6.74 eV
Energy relative to the best compared isomer or geometry (same formula, charge and spin) ... 3.158 eV
Charge ... +1
HOMO-LUMO gap ... 0.271 Eh
SMILES ... [NH+]#CNC(=O)C=S

Taken from the natural (NBO) analysis, the atomic charges in e are: C 0.792; C 0.631; C -0.516; N -0.680; N -0.498; O -0.373; S 0.464; H 0.200; H 0.515; H 0.465

=====

[5]
Density functional theory data (ωB97M-V with the def2-TZVPD basis set) for an isolated ion of composition C3H3N2OS and charge +1.

Atoms and positions in Å:
C -0.387 1.058 -0.658
C -0.399 0.038 1.246
C 0.443 -0.170 -0.868
N -0.697 1.192 0.578
N 0.209 -0.898 0.416
O 0.528 -2.011 0.761
S -0.917 -0.225 2.806
H -0.673 1.755 -1.320
H 0.390 -0.828 -1.877
H 1.503 0.090 -1.084

## Properties
Calculated total energy ... -698.60197 hartree
HOMO level (alpha / beta) ... -15.9766 / -14.6955 eV
2S+1 ... 1
Lowest unoccupied orbital energy (alpha / beta) ... -7.55 / -8.39 eV
Energy relative to the best compared isomer or geometry (same formula, charge and spin) ... 5.026 eV
Charge ... +1
HOMO-LUMO gap (alpha / beta) ... 0.310 / 0.232 Eh
SMILES ... O=[N+]1CC=NC1=S

Taken from the natural (NBO) analysis, the atomic charges in e are: C 0.241; C 0.106; C -0.407; N -0.396; N 0.119; O -0.142; S 0.601; H 0.236; H 0.327; H 0.316

=====

[6]
Density functional theory data (ωB97M-V with the def2-TZVPD basis set) for an isolated ion of composition C3H3N2OS2 and charge -1.

Atoms and positions in Å:
C 0.180 1.087 -0.031
C -0.720 0.003 -0.061
C 1.695 -0.972 -0.061
N 2.772 -1.701 -0.223
N -2.041 -0.041 -0.198
O -2.554 -1.332 -0.152
S 1.865 0.759 -0.004
S -0.005 -1.552 0.137
H -0.127 2.004 -0.334
H 2.449 -2.665 -0.341
H -2.779 0.525 0.229

## Properties
Calculated total energy ... -1097.09064 hartree
HOMO level (alpha / beta) ... 0.1257 / -3.4660 eV
2S+1 ... 3
Lowest unoccupied orbital energy (alpha / beta) ... 3.42 / 2.72 eV
Energy relative to the best compared isomer or geometry (same formula, charge and spin) ... 1.094 eV
Charge ... -1
HOMO-LUMO gap (alpha / beta) ... 0.121 / 0.227 Eh

Taken from the natural (NBO) analysis, the atomic charges in e are: C -0.445; C -0.041; C -0.339; N -0.840; N -0.216; O -0.607; S 0.300; S 0.299; H 0.199; H 0.306; H 0.386

=====

[7]
Density functional theory data (ωB97M-V with the def2-TZVPD basis set) for an isolated ion of composition C3H3N2S and charge +1.

Atoms and positions in Å:
C -0.746 0.436 -1.732
C 0.840 -0.944 -0.700
C 0.528 -0.446 0.580
N 0.200 -0.263 -1.684
N -0.395 0.500 0.545
S -0.958 1.367 1.726
H 1.304 -1.845 -1.199
H 1.156 -0.787 1.536
H -1.928 1.981 0.928

## Properties
Calculated total energy ... -623.35759 hartree
HOMO level ... -15.3316 eV
2S+1 ... 1
Lowest unoccupied orbital energy ... -7.96 eV
Energy relative to the best compared isomer or geometry (same formula, charge and spin) ... 3.728 eV
Charge ... +1
HOMO-LUMO gap ... 0.271 Eh

Taken from the natural (NBO) analysis, the atomic charges in e are: C 0.525; C 0.267; C -0.116; N -0.605; N -0.483; S 0.684; H 0.296; H 0.263; H 0.169

=====

[8]
Density functional theory data (ωB97M-V with the def2-TZVPD basis set) for an isolated ion of composition C3H3N2S and charge +1.

Atoms and positions in Å:
C 2.150 1.526 -0.139
C 1.082 -0.712 -0.042
C -0.282 -0.831 0.028
N 1.640 0.485 0.078
N -0.864 0.344 0.108
S -2.391 0.441 -0.061
H 1.867 -1.384 -0.243
H -0.752 -1.734 -0.038
H -2.451 1.865 0.309

## Properties
Calculated total energy ... -623.38236 hartree
HOMO level (alpha / beta) ... -15.3941 / -15.3925 eV
2S+1 ... 1
Lowest unoccupied orbital energy (alpha / beta) ... -7.75 / -7.75 eV
Energy relative to the best compared isomer or geometry (same formula, charge and spin) ... 3.054 eV
Charge ... +1
HOMO-LUMO gap (alpha / beta) ... 0.281 / 0.281 Eh

Taken from the natural (NBO) analysis, the atomic charges in e are: C 0.533; C 0.259; C -0.103; N -0.602; N -0.441; S 0.678; H 0.263; H 0.228; H 0.186

=====

[9]
Density functional theory data (ωB97M-V with the def2-TZVPD basis set) for one molecule with the formula C3H3N3.

Atoms and positions in Å:
C -0.561 0.589 -0.001
C -1.055 -0.632 -0.123
C 0.891 0.777 -0.148
H -1.404 1.508 0.242
H -2.001 -0.934 0.323
H 1.313 1.864 -0.190
N -0.117 -1.585 -0.157
N 1.251 -1.384 0.052
N 1.683 -0.204 0.003

## Properties
Calculated total energy ... -280.24478 hartree
HOMO level ... -9.9253 eV
2S+1 ... 1
Lowest unoccupied orbital energy ... -0.39 eV
Energy relative to the best compared isomer or geometry (same formula, charge and spin) ... 3.701 eV
HOMO-LUMO gap ... 0.350 Eh
SMILES ... c1cnnnc1

Taken from the natural (NBO) analysis, the atomic charges in e are: C -0.207; C -0.051; C 0.039; H 0.229; H 0.226; H 0.214; N -0.227; N 0.014; N -0.237

=====

[10]
Density functional theory data (ωB97M-V with the def2-TZVPD basis set) for a 2-piece molecular cluster, C3H3N3 overall.

Atoms and positions in Å:
C -0.504 1.234 0.204
C 2.443 -0.496 -0.503
C -1.178 -0.028 0.261
N 0.140 2.176 0.111
N 2.447 -1.130 0.431
N -2.412 -0.065 0.149
H -0.335 -0.885 0.403
H 2.197 0.297 -1.277
H -2.797 -1.104 0.220

## Properties
Calculated total energy ... -280.29805 hartree
HOMO level ... -11.3989 eV
2S+1 ... 1
Lowest unoccupied orbital energy ... -0.06 eV
Energy relative to the best compared isomer or geometry (same formula, charge and spin) ... 2.251 eV
HOMO-LUMO gap ... 0.417 Eh
SMILES ... [H]/N=C/C#N.C#N

Taken from the natural (NBO) analysis, the atomic charges in e are: C 0.217; C 0.067; C 0.001; N -0.277; N -0.326; N -0.512; H 0.211; H 0.260; H 0.357

=====

[11]
Density functional theory data (ωB97M-V with the def2-TZVPD basis set) for a 3-piece molecular cluster, C3H3N3 overall.

Atoms and positions in Å:
C -0.419 -0.440 1.392
C -1.547 0.260 -1.065
N -0.824 0.263 -1.965
N 1.803 0.304 -1.805
N 2.149 0.381 -0.762
C 0.768 -0.269 1.482
H -1.460 -0.641 1.447
H -2.288 0.276 -0.303
H 1.818 -0.134 1.579

## Properties
Calculated total energy ... -280.29691 hartree
HOMO level ... -10.7446 eV
2S+1 ... 1
Lowest unoccupied orbital energy ... 0.90 eV
Energy relative to the best compared isomer or geometry (same formula, charge and spin) ... 2.282 eV
HOMO-LUMO gap ... 0.428 Eh
SMILES ... C#C.C#N.N#N

Taken from the natural (NBO) analysis, the atomic charges in e are: C -0.276; C 0.081; N -0.309; N 0.041; N -0.039; C -0.196; H 0.225; H 0.225; H 0.247

=====

[12]
Density functional theory data (ωB97M-V with the def2-TZVPD basis set) for a 2-piece molecular cluster, C3H3N3O overall.

Atoms and positions in Å:
N -0.539 0.213 -1.894
C -0.080 0.306 -0.755
N -0.906 -1.946 -0.987
N -0.992 -2.057 0.128
O -0.684 0.058 1.969
C 0.265 0.661 1.570
C 0.629 0.786 0.209
H -0.128 -0.511 -2.489
H 0.910 1.160 2.291
H 1.523 1.306 -0.070

## Properties
Calculated total energy ... -355.56514 hartree
HOMO level ... -9.7654 eV
2S+1 ... 1
Lowest unoccupied orbital energy ... 0.27 eV
Energy relative to the best compared isomer or geometry (same formula, charge and spin) ... 2.034 eV
HOMO-LUMO gap ... 0.369 Eh
SMILES ... N=C=CC=O.N#N

Taken from the natural (NBO) analysis, the atomic charges in e are: N -0.584; C 0.516; N -0.050; N 0.043; O -0.535; C 0.404; C -0.565; H 0.401; H 0.111; H 0.259

=====

For the records above, the corresponding largest force on an atom values read 0.0840; 0.0501; 0.0837; 0.1278; 0.0837; 0.0723; 0.0676; 0.0675; 0.1231; 0.0866; 0.0394; 0.1128 Eh/bohr.